# C24H30Cl2F5N7OSe3SiY

A molecular structure, C24H30Cl2F5N7OSe3SiY (wB97M-V/def2-TZVPD, the OMol25 dataset).

Summary:
- energy above the lowest of the compared OMol25 structures with the same formula, charge and spin (kJ/mol) = 32.9

ORCA input file:
```
! wB97M-V def2-TZVPD RIJCOSX def2/J DEFGRID3
* xyz 1 1
Y 0.1764 0.0295 -0.0733
Se 2.3223 1.3232 -2.7369
Se 3.4889 2.2731 -0.9591
C 3.7649 0.6560 0.0478
C 5.0393 0.4513 0.5593
C 5.3077 -0.7463 1.1989
C 4.3115 -1.7078 1.2579
C 3.0738 -1.4075 0.7216
N 2.7825 -0.2307 0.1557
C 0.7307 2.3906 -2.6001
C 0.5396 3.3989 -3.5293
C -0.6360 4.1333 -3.4808
C -1.5645 3.8302 -2.5022
C -1.2898 2.8060 -1.6120
N -0.1596 2.0859 -1.6495
H 5.8078 1.1989 0.4209
H 6.2915 -0.9397 1.6054
H 4.4869 -2.6783 1.6994
H 2.2764 -2.1380 0.7289
H 1.2992 3.5949 -4.2721
H -0.8184 4.9235 -4.1968
H -2.5005 4.3646 -2.4242
H -2.0043 2.5260 -0.8475
C -0.3091 3.7434 4.2514
N 0.4643 3.4544 3.0459
C 0.8340 4.5830 2.2079
C 0.5695 2.2037 2.5347
N 0.8592 1.9320 1.3056
N 0.3834 1.2017 3.4784
C 0.3019 -0.1636 3.3111
N 0.0571 -0.8115 4.4902
N 0.4895 -0.7585 2.1875
H 0.3181 3.7708 5.1463
H -1.1140 3.0211 4.3792
H -0.7768 4.7185 4.1379
H 0.9518 5.4594 2.8393
H 0.0726 4.7998 1.4508
H 1.7892 4.3974 1.7166
H 0.9335 2.7773 0.7522
H 0.4226 1.5053 4.4362
H -0.4942 -0.3369 5.1881
H -0.1203 -1.8010 4.4328
H 0.3096 -1.7537 2.2832
C 2.1155 -4.0554 -1.3514
Si 0.7861 -2.9805 -2.1218
C 1.3653 -2.4672 -3.8333
C -0.7853 -3.9956 -2.2211
O 0.5204 -1.6468 -1.2199
H 2.2727 -4.9522 -1.9559
H 1.8366 -4.3881 -0.3478
H 3.0729 -3.5326 -1.2890
H 1.2859 -3.2858 -4.5523
H 2.4137 -2.1594 -3.8037
H 0.7969 -1.6198 -4.2260
H -0.6608 -4.8516 -2.8887
H -1.6474 -3.4233 -2.5725
H -1.0458 -4.3815 -1.2331
Cl -1.0084 0.3327 -4.5948
C -2.0480 -0.8440 -3.7789
Cl -2.5320 -0.2976 -2.1624
H -1.4922 -1.7672 -3.6711
H -2.9460 -0.9780 -4.3693
F -5.8578 -3.9740 0.7132
C -5.0843 -2.8982 0.8136
C -5.6435 -1.6535 1.0472
F -6.9628 -1.5375 1.1676
C -4.8309 -0.5379 1.1557
F -5.4158 0.6390 1.3811
C -3.4490 -0.6166 1.0349
Se -2.3409 0.9209 1.1812
C -2.9317 -1.8782 0.7999
F -1.5888 -2.0349 0.6525
C -3.7109 -3.0122 0.6893
F -3.1521 -4.2030 0.4697
*
```

Just the Mulliken charges please, in e? Sure, here they are: -0.391, 0.080, -0.025, 0.213, -0.797, -0.379, -1.157, -0.241, 0.723, -0.483, -0.668, -0.379, -0.960, -0.272, 1.143, 0.463, 0.415, 0.501, 0.626, 0.517, 0.448, 0.511, 0.291, -1.245, 0.131, -1.264, 0.244, 0.084, -0.001, 0.207, -0.519, 0.182, 0.311, 0.414, 0.461, 0.454, 0.375, 0.411, -0.116, 0.326, 0.192, 0.245, 0.101, -1.182, 0.461, -0.946, -0.958, 0.021, 0.435, 0.291, 0.243, 0.376, 0.299, 0.196, 0.456, 0.274, 0.180, -0.123, 0.127, 0.016, -0.511, 0.497, -0.301, 0.712, 0.138, -0.282, 0.198, -0.315, 0.017, -0.025, 0.310, 0.088, -0.549, -0.314